A:
DFT (ωB97M-V/def2-TZVPD) results for the ion C5H7N4 with charge +1.

Bonds (Å) are listed after each position.
Positions of all 16 atoms, in Å:
1 C 0.788 -1.256 2.365  N2 1.156, H10 1.089
2 N 0.577 -1.206 1.229  C1 1.156, C3 1.415
3 C 0.340 -1.044 -0.157  N2 1.415, C4 1.519, N9 1.483, H11 1.185
4 C 1.073 0.184 -0.672  C3 1.519, C5 1.547, H12 1.094, H13 1.113
5 C 0.133 1.412 -0.683  C4 1.547, N6 1.410, N7 1.488, H14 1.048
6 N -0.709 1.649 0.423  C5 1.410, N7 1.539, H15 1.034
7 N -1.326 1.259 -0.933  C5 1.488, N6 1.539, C8 1.435
8 C -1.750 -0.108 -0.821  N7 1.435, N9 1.231, H16 1.068
9 N -1.119 -1.085 -0.417  C3 1.483, C8 1.231
10 H 0.855 -1.398 3.442  C1 1.089
11 H 0.855 -2.031 -0.561  C3 1.185
12 H 1.894 0.555 -0.051  C4 1.094
13 H 1.198 0.201 -1.777  C4 1.113
14 H 0.598 2.144 -1.273  C5 1.048
15 H -0.653 0.847 1.075  N6 1.034
16 H -2.754 -0.125 -1.186  C8 1.068

Results
Highest occupied orbital energy, eV: -13.647
Structure (SMILES): C#[N+][C@@H]1C[C@@H]2NN2C=N1
Frontier orbital gap, Ha: 0.3141
Lowest unoccupied orbital energy, Eh: -0.18740
Charge: +1



B:
DFT (ωB97M-V/def2-TZVPD) results for the ion C5H7N4 with charge +1.

Bonds (Å) are listed after each position.
Positions of all 16 atoms, in Å:
1 C 0.682 1.101 1.010  N2 1.259, N6 1.421, H10 1.080
2 N -0.110 0.290 1.557  C1 1.259, C3 1.430
3 C -0.795 -0.500 0.581  N2 1.430, C4 1.588, N9 1.482, H11 1.091
4 C -1.517 0.552 -0.365  C3 1.588, C5 1.463, H12 1.091, H13 1.093
5 C -0.374 1.092 -1.101  C4 1.463, N6 1.358, H14 1.082
6 N 0.793 1.083 -0.406  C1 1.421, C5 1.358, N7 1.648
7 N 2.095 0.071 -0.413  N6 1.648, C8 1.279
8 C 1.529 -1.065 -0.256  N7 1.279, N9 1.360, H15 1.089
9 N 0.225 -1.382 -0.034  C3 1.482, C8 1.360, H16 1.010
10 H 1.338 1.757 1.563  C1 1.080
11 H -1.543 -1.141 1.049  C3 1.091
12 H -2.244 0.135 -1.063  C4 1.091
13 H -2.047 1.233 0.306  C4 1.093
14 H -0.296 1.041 -2.179  C5 1.082
15 H 2.231 -1.897 -0.293  C8 1.089
16 H 0.032 -2.370 0.044  N9 1.010

Results
Highest occupied orbital energy, eV: -14.449
Structure (SMILES): C1=N[C@H]2CC=[N+]1N=CN2
Frontier orbital gap, Ha: 0.2983
Lowest unoccupied orbital energy, Eh: -0.23270
Charge: +1



Which one is most stable, and which one is least stable? B is the most stable of them, while A is the least stable.



A:
DFT (ωB97M-V/def2-TZVPD) results for the ion C8H11N2O with charge +1.

Bonds (Å) are listed after each position.
Positions of all 22 atoms, in Å:
1 C -2.607 -1.485 0.929  C2 1.338, C3 1.388, H12 1.090
2 C -1.922 -2.344 1.693  C1 1.338, N9 1.332, H13 1.063
3 C -1.984 -0.534 0.134  C1 1.388, C4 1.370, N10 1.309
4 C -0.629 -0.432 0.309  C3 1.370, C5 1.336, O11 1.363
5 C -0.020 -1.333 1.087  C4 1.336, N9 1.352
6 C 2.346 -0.341 -0.304  C7 1.463, H14 1.083, H15 1.098
7 C 1.488 0.843 -0.239  C6 1.463, C8 1.506, O11 1.535, H16 1.172
8 C 1.838 1.877 -1.277  C7 1.506, H17 1.051, H18 1.139, H19 1.095
9 N -0.596 -2.316 1.814  C2 1.332, C5 1.352, H20 1.097
10 N -2.727 0.306 -0.541  C3 1.309, H21 1.019, H22 0.996
11 O -0.012 0.558 -0.395  C4 1.363, C7 1.535
12 H -3.645 -1.226 1.135  C1 1.090
13 H -2.303 -2.926 2.497  C2 1.063
14 H 3.251 -0.197 0.273  C6 1.083
15 H 2.077 -1.321 -0.719  C6 1.098
16 H 1.478 1.185 0.882  C7 1.172
17 H 2.397 1.547 -2.103  C8 1.051
18 H 2.469 2.700 -0.807  C8 1.139
19 H 0.960 2.425 -1.634  C8 1.095
20 H -0.019 -2.896 2.545  N9 1.097
21 H -3.743 0.378 -0.554  N10 1.019
22 H -2.228 0.965 -1.098  N10 0.996

Results
Highest occupied orbital energy (alpha / beta), eV: -12.930 / -12.181
Frontier orbital gap (alpha / beta), Ha: 0.3399 / 0.2528
Lowest unoccupied orbital energy (alpha / beta), Eh: -0.13530 / -0.19485
Charge: +1



B:
DFT (ωB97M-V/def2-TZVPD) results for a cluster of 2 separate species, C8H11N2O in total.

Bonds (Å) are listed after each position.
Positions of all 22 atoms, in Å:
1 C 3.471 0.021 -0.037  C2 1.387, C3 1.359, H12 1.114
2 C 2.732 0.428 -1.139  C1 1.387, C4 1.378, H13 1.101
3 C 2.821 -0.527 1.023  C1 1.359, C5 1.425, H14 1.100
4 C 1.373 0.211 -1.220  C2 1.378, N9 1.304, H15 1.100
5 C 1.412 -0.695 0.899  C3 1.425, N9 1.380, H16 1.200
6 C -1.241 -0.902 -0.356  N10 1.239, O11 1.132
7 C -3.360 -0.409 -0.335  N10 1.502, H17 1.036, H18 1.024, H19 1.139
8 C -1.669 1.275 0.806  N10 1.502, H20 1.060, H21 1.124, H22 1.002
9 N 0.705 -0.259 -0.203  C4 1.304, C5 1.380
10 N -1.970 0.021 0.036  C6 1.239, C7 1.502, C8 1.502
11 O -1.091 -1.908 -0.852  C6 1.132
12 H 4.557 0.207 -0.200  C1 1.114
13 H 3.242 1.024 -1.912  C2 1.101
14 H 3.404 -1.044 1.800  C3 1.100
15 H 0.885 0.718 -2.066  C4 1.100
16 H 0.740 -1.277 1.706  C5 1.200
17 H -3.921 0.347 0.099  C7 1.036
18 H -3.598 -0.545 -1.322  C7 1.024
19 H -3.520 -1.382 0.236  C7 1.139
20 H -1.043 1.984 0.329  C8 1.060
21 H -2.637 1.792 1.046  C8 1.124
22 H -1.292 0.917 1.663  C8 1.002

Results
Highest occupied orbital energy, eV: -13.662
Frontier orbital gap, Ha: 0.3847
Lowest unoccupied orbital energy, Eh: -0.11739
Charge: +1



Which one is most stable, and which one is least stable? B is the most stable of them, while A is the least stable.



A:
DFT (ωB97M-V/def2-TZVPD) results for the molecule C2HCl5.

Bonds (Å) are listed after each position.
Positions of all 8 atoms, in Å:
1 Cl -1.865 -0.923 -1.088  C2 1.898
2 C -0.545 0.340 -0.576  Cl1 1.898, Cl3 1.821, C4 1.550, H8 1.026
3 Cl -1.149 1.957 0.004  C2 1.821
4 C 0.401 -0.271 0.489  C2 1.550, Cl5 1.730, Cl6 1.735, Cl7 1.765
5 Cl 1.530 0.945 0.980  C4 1.730
6 Cl -0.379 -0.974 1.870  C4 1.735
7 Cl 1.323 -1.566 -0.280  C4 1.765
8 H -0.033 0.446 -1.458  C2 1.026

Results
Highest occupied orbital energy, eV: -11.052
Structure (SMILES): ClC(Cl)C(Cl)(Cl)Cl
Frontier orbital gap, Ha: 0.4162
Lowest unoccupied orbital energy, Eh: 0.01009
Charge: 0



B:
DFT (ωB97M-V/def2-TZVPD) results for a cluster of 2 separate species, C2HCl5 in total.

Bonds (Å) are listed after each position.
Positions of all 8 atoms, in Å:
1 C -0.059 0.850 0.767  Cl3 1.756, Cl4 1.679, H8 1.146
2 C 4.021 -0.043 -0.153  Cl5 1.681, Cl6 1.719, Cl7 1.778
3 Cl -0.839 1.957 -0.351  C1 1.756
4 Cl 1.592 1.013 1.025  C1 1.679
5 Cl 4.338 1.341 -1.053  C2 1.681
6 Cl 4.554 -0.074 1.481  C2 1.719
7 Cl 4.367 -1.574 -0.989  C2 1.778
8 H -0.289 -0.231 0.465  C1 1.146

Results
Highest occupied orbital energy (alpha / beta), eV: -8.921 / -8.992
Frontier orbital gap (alpha / beta), Ha: 0.2972 / 0.2916
Lowest unoccupied orbital energy (alpha / beta), Eh: -0.03062 / -0.03890
Charge: 0



Which one is most stable, and which one is least stable? A is the most stable of them, while B is the least stable.



A:
DFT (ωB97M-V/def2-TZVPD) results for the molecule C4H7OP.

Bonds (Å) are listed after each position.
Positions of all 13 atoms, in Å:
1 C 1.410 2.435 -0.626  P2 1.929, H7 1.116, H8 1.133, H9 1.010
2 P 0.142 1.184 -1.367  C1 1.929, C3 1.637
3 C 0.008 0.139 -0.115  P2 1.637, C4 1.665, H10 1.106
4 C -0.984 -1.187 -0.275  C3 1.665, C5 1.485, O6 1.203
5 C -1.135 -2.133 0.859  C4 1.485, H11 1.135, H12 1.214, H13 1.126
6 O -1.653 -1.277 -1.271  C4 1.203
7 H 1.268 2.608 0.467  C1 1.116
8 H 2.466 2.079 -0.827  C1 1.133
9 H 1.336 3.287 -1.163  C1 1.010
10 H 0.694 0.003 0.743  C3 1.106
11 H -1.558 -3.125 0.505  C5 1.135
12 H -0.227 -2.540 1.554  C5 1.214
13 H -1.767 -1.472 1.517  C5 1.126

Results
Highest occupied orbital energy, eV: -9.495
Structure (SMILES): C/P=C/C(C)=O
Frontier orbital gap, Ha: 0.3421
Lowest unoccupied orbital energy, Eh: -0.00687
Charge: 0



B:
DFT (ωB97M-V/def2-TZVPD) results for the molecule C4H7OP.

Bonds (Å) are listed after each position.
Positions of all 13 atoms, in Å:
1 O 0.787 -1.994 -1.427  P2 1.631, H7 0.966
2 P 0.593 -0.457 -1.938  O1 1.631, C3 1.892, C6 1.867
3 C 0.682 0.920 -0.645  P2 1.892, C4 1.589, C6 1.579, H8 1.074
4 C 0.501 0.333 0.820  C3 1.589, C5 1.587, H9 1.092, H10 1.160
5 C -0.943 -0.202 0.435  C4 1.587, C6 1.510, H11 1.127, H12 1.176
6 C -0.764 0.365 -0.953  P2 1.867, C3 1.579, C5 1.510, H13 1.093
7 H 0.614 -1.930 -0.479  O1 0.966
8 H 1.208 1.841 -0.815  C3 1.074
9 H 0.286 1.147 1.516  C4 1.092
10 H 1.320 -0.481 0.931  C4 1.160
11 H -1.788 0.322 0.965  C5 1.127
12 H -0.960 -1.374 0.333  C5 1.176
13 H -1.589 0.864 -1.468  C6 1.093

Results
Highest occupied orbital energy, eV: -9.138
Structure (SMILES): OP1[C@@H]2CC[C@@H]21
Frontier orbital gap, Ha: 0.3637
Lowest unoccupied orbital energy, Eh: 0.02794
Charge: 0



C:
DFT (ωB97M-V/def2-TZVPD) results for the molecule C4H7OP.

Bonds (Å) are listed after each position.
Positions of all 13 atoms, in Å:
1 C -2.584 1.619 -0.186  C2 1.181, H7 1.038
2 C -1.680 0.865 -0.283  C1 1.181, P3 1.753
3 P -0.672 -0.567 -0.202  C2 1.753, C4 1.781, C5 1.852, O6 1.958
4 C 0.119 -0.572 1.395  P3 1.781, H8 1.175, H9 1.058, H10 1.005
5 C 0.698 -0.363 -1.432  P3 1.852, H11 1.013, H12 1.004, H13 1.073
6 O -1.572 -2.295 -0.394  P3 1.958
7 H -3.210 2.438 -0.313  C1 1.038
8 H -0.631 -0.665 2.294  C4 1.175
9 H 0.833 -1.353 1.407  C4 1.058
10 H 0.657 0.251 1.600  C4 1.005
11 H 0.943 -1.334 -1.586  C5 1.013
12 H 0.233 -0.036 -2.259  C5 1.004
13 H 1.365 0.356 -0.997  C5 1.073

Results
Highest occupied orbital energy, eV: -8.804
Structure (SMILES): C#CP(C)(C)=O
Frontier orbital gap, Ha: 0.3408
Lowest unoccupied orbital energy, Eh: 0.01727
Charge: 0



Which one is most stable, and which one is least stable? B is the most stable of them, while C is the least stable.